Entry 1:
The following is a quantum chemistry calculation of a single C6H8OS molecule, from the OMol25 dataset.

The value obtained for the HOMO energy is -9.01 eV. The energy above the lowest of the compared OMol25 structures with the same formula, charge and spin is 54.90 kcal per mole. Its molecular weight is 128.20 g mol⁻¹. The structure (SMILES) is C#C[C@H](O)[C@@]1(C)CS1. The value obtained for the max |F| is 1.1 eV/A.

```
! wB97M-V def2-TZVPD RIJCOSX def2/J DEFGRID3
* xyz 0 1
S 0.5641 1.9665 0.9731
O -0.0113 -1.0498 -1.6416
C 0.4531 0.2779 0.3247
C -0.3649 0.1252 -0.9686
C -2.9789 0.0575 -0.4397
C -1.8132 0.0818 -0.6834
C 0.2662 -0.8575 1.3196
C 1.7946 0.9015 0.1808
H 2.5814 0.5382 0.8335
H -4.0125 0.0541 -0.2399
H 2.1326 1.2269 -0.8206
H 0.9285 -0.7077 2.1895
H -0.7586 -0.8885 1.6520
H 0.5143 -1.8076 0.8236
H -0.1872 1.0291 -1.5880
H 0.8917 -0.9475 -1.9150
*
```

Table of Mulliken atomic charges, one value per atom, all in e:
1 S -0.156
2 O -0.551
3 C 0.853
4 C 0.133
5 C 0.243
6 C -0.968
7 C -1.346
8 C -1.150
9 H 0.341
10 H 0.458
11 H 0.336
12 H 0.403
13 H 0.335
14 H 0.297
15 H 0.387
16 H 0.383

Entry 2:
The following is a quantum chemistry calculation of a single C5H8N2S molecule, from the OMol25 dataset.

The value obtained for the HOMO energy is -8.75 eV. The energy above the lowest of the compared OMol25 structures with the same formula, charge and spin is 64.78 kcal per mole. Its molecular weight is 128.20 g mol⁻¹. The structure (SMILES) is CSn1nccc1C. The value obtained for the max |F| is 4.9 eV/A.

```
! wB97M-V def2-TZVPD RIJCOSX def2/J DEFGRID3
* xyz 0 1
S 1.6085 0.3798 -0.5239
N -0.3687 -1.4395 -0.4818
N 0.0196 -0.1971 -0.2505
C -1.0596 0.6274 0.1698
C -1.0931 2.0456 0.1313
C -1.6136 -1.4921 -0.0086
C 2.2518 -0.4733 0.8748
C -2.1695 -0.2694 0.3930
H -2.1348 2.3638 0.2814
H -3.3082 0.1061 0.5199
H -0.7368 2.3828 -0.9833
H 2.0530 0.1421 1.7836
H -0.2833 2.4728 0.7581
H -2.0472 -2.5072 -0.2128
H 3.4825 -0.7303 0.9258
H 1.7865 -1.4800 1.0734
*
```

Table of Mulliken atomic charges, one value per atom, all in e:
1 S -0.096
2 N -0.823
3 N 0.544
4 C 0.683
5 C -1.173
6 C -0.224
7 C -0.703
8 C -0.438
9 H 0.317
10 H 0.216
11 H 0.216
12 H 0.254
13 H 0.302
14 H 0.390
15 H 0.268
16 H 0.268

Entry 3:
The following is a quantum chemistry calculation of C17H20BCdClN6 as an isolated structure, from the OMol25 dataset.

The value obtained for the HOMO energy is -7.83 eV. The energy above the lowest of the compared OMol25 structures with the same formula, charge and spin is 123.80 kcal per mole. Its molecular weight is 467.07 g mol⁻¹. The value obtained for the max |F| is 5.3 eV/A.

```
! wB97M-V def2-TZVPD RIJCOSX def2/J DEFGRID3
* xyz 0 1
Cd 0.3062 1.2564 -0.3788
Cl 2.1184 0.6926 3.4086
N 0.3008 -0.6780 -2.9853
N -1.5469 -1.2781 -0.8302
N 0.1782 0.5287 -2.2434
N 1.5710 -1.0812 -0.3714
N -1.0646 -2.2741 -1.6497
N 1.5134 -2.0951 -1.3055
C 0.4252 2.3904 4.6049
C -1.9549 -3.2841 -1.7532
C 2.6076 -2.8775 -1.1793
C 0.1756 1.5250 -3.1332
C 0.5765 1.3810 3.6705
C -0.5402 0.9374 2.8896
C 0.4746 -0.3688 -4.2893
C -3.0941 -2.9240 -1.0197
C -0.4094 -0.0016 1.8470
C 2.7321 -1.1948 0.2812
C -2.7849 -1.6479 -0.4774
C 3.4193 -2.3373 -0.1849
C -1.6887 2.0017 -0.4538
C -0.8100 3.0243 4.7826
C 0.3943 1.0116 -4.4150
C -1.7966 1.5769 3.1184
C -1.9084 2.6146 4.0257
B 0.3172 -2.1176 -2.3063
H -0.9040 3.8273 5.5103
H 3.0467 -0.4873 1.0330
H -3.4225 -1.0316 0.1277
H -3.9827 -3.4737 -0.8905
H -1.7328 -4.1562 -2.3236
H 1.9859 1.1568 0.0551
H -1.3234 -0.4615 1.4720
H 0.4931 1.5951 -5.3130
H 0.5080 -2.9315 -3.1563
H 1.2828 2.6848 5.1942
H 4.3691 -2.6869 0.1642
H -2.8646 3.1163 4.1429
H -1.4608 2.5208 0.4317
H -2.6627 1.5748 -0.3424
H 0.4397 -0.6781 1.8224
H -2.6565 1.2449 2.5291
H 0.6630 -1.1414 -5.0446
H 2.7330 -3.7465 -1.8081
H -1.5835 2.6121 -1.3096
H 0.0368 2.5628 -2.8341
*
```

Table of Mulliken atomic charges, one value per atom, all in e:
1 Cd 0.445
2 Cl -0.181
3 N -0.173
4 N 0.050
5 N 0.108
6 N 0.182
7 N -0.084
8 N -0.226
9 C -0.507
10 C -0.252
11 C -0.150
12 C 0.098
13 C 0.545
14 C 0.312
15 C -0.063
16 C -1.140
17 C -1.203
18 C -0.161
19 C -0.066
20 C -1.117
21 C -1.184
22 C -0.349
23 C -1.128
24 C -0.252
25 C -0.709
26 B 0.358
27 H 0.377
28 H 0.260
29 H 0.411
30 H 0.425
31 H 0.464
32 H -0.146
33 H 0.310
34 H 0.389
35 H -0.159
36 H 0.421
37 H 0.403
38 H 0.379
39 H 0.271
40 H 0.242
41 H 0.824
42 H 0.381
43 H 0.412
44 H 0.446
45 H 0.419
46 H 0.317

Entry 4:
The following is a quantum chemistry calculation of C22H33BaGeN4O2 as an isolated structure, from the OMol25 dataset.

The value obtained for the HOMO energy is -16.19 eV. The energy above the lowest of the compared OMol25 structures with the same formula, charge and spin is 28.02 kcal per mole. Its molecular weight is 595.47 g mol⁻¹. The value obtained for the max |F| is 2.7 eV/A.

```
! wB97M-V def2-TZVPD RIJCOSX def2/J DEFGRID3
* xyz 3 1
Ba -0.4799 -1.8693 -0.0666
Ge 2.2896 1.0842 -1.9204
O 1.6758 -2.0223 0.7297
O 1.4492 -0.6689 -1.0440
N -2.4943 -1.8627 -1.5406
N -0.4879 1.2075 3.8775
N -1.3246 -1.7153 2.9084
N -1.1105 -0.2861 6.2060
C 1.1981 1.2946 -3.4431
C 1.6280 0.9416 -4.7264
C -2.9008 -3.3653 -4.6666
C 4.1458 0.8259 -1.8044
C 4.7680 1.2872 -0.6372
C -3.7763 -2.4998 -3.7365
C 4.9035 0.3464 -2.8802
C 2.1795 -1.3209 -0.1807
C -0.2978 2.0470 -5.6504
C 6.2842 0.3276 -2.7789
C -0.7294 2.3993 -4.3765
C -2.6118 0.4548 2.7941
C 6.1514 1.2661 -0.5516
C -3.0654 -2.1279 -2.5088
C 6.9031 0.7899 -1.6208
C -3.0347 -1.0716 4.7611
C 0.0177 2.0271 -3.2686
C -1.9429 1.4672 3.7287
C -2.5361 0.0026 5.7310
C -2.5900 -1.0000 3.2803
C 0.8705 1.3131 -5.8263
C -2.6080 1.3955 5.1050
H -1.4174 -2.6876 3.1863
H -3.3595 -1.5392 2.7360
H -3.6637 1.6432 4.9801
H -0.3045 2.3221 -2.2801
H -0.8941 0.2513 7.0446
H 2.5439 0.3831 -4.8744
H 4.4292 -0.0088 -3.7859
H 6.6448 1.6292 0.3428
H 1.1976 1.0423 -6.8228
H 3.2684 -1.2415 -0.2735
H -2.0920 -2.7779 -5.0968
H -4.6823 -3.0316 -3.4472
H -1.6325 2.9845 -4.2513
H -4.1233 -0.9795 4.7662
H -3.6561 0.7620 2.7156
H -2.1944 2.1487 5.7863
H -0.4814 0.0271 5.4653
H -2.2017 0.5240 1.7865
H 6.8807 -0.0435 -3.6039
H -2.1050 2.4640 3.3217
H -2.8264 -2.0694 5.1635
H -0.5190 -1.3547 3.4102
H 4.1811 1.6691 0.1903
H -4.0895 -1.5841 -4.2360
H -0.0287 2.0343 4.2442
H -3.5186 -3.7437 -5.4770
H -0.0597 1.0328 2.9850
H -0.9766 -1.2678 6.4368
H 1.7245 1.8434 -0.7277
H -2.4834 -4.2190 -4.1349
H -3.1497 -0.0256 6.6267
H 7.9851 0.7839 -1.5534
H -0.8696 2.3614 -6.5165
*
```

Table of Mulliken atomic charges, one value per atom, all in e:
1 Ba 1.868
2 Ge 1.218
3 O -0.761
4 O -0.832
5 N -0.481
6 N -0.591
7 N -0.330
8 N -0.162
9 C 0.604
10 C -0.276
11 C -1.090
12 C 0.328
13 C -0.097
14 C -0.124
15 C -0.285
16 C 0.385
17 C -0.458
18 C -0.737
19 C -0.726
20 C -1.124
21 C -0.673
22 C 0.085
23 C -0.436
24 C -1.199
25 C -0.430
26 C 0.242
27 C -0.065
28 C 0.092
29 C -0.793
30 C -1.264
31 H 0.311
32 H 0.365
33 H 0.457
34 H 0.367
35 H 0.403
36 H 0.239
37 H 0.260
38 H 0.400
39 H 0.448
40 H 0.525
41 H 0.321
42 H 0.304
43 H 0.429
44 H 0.471
45 H 0.448
46 H 0.417
47 H 0.287
48 H 0.268
49 H 0.425
50 H 0.389
51 H 0.371
52 H 0.178
53 H 0.332
54 H 0.285
55 H 0.284
56 H 0.331
57 H 0.087
58 H 0.368
59 H -0.272
60 H 0.343
61 H 0.400
62 H 0.422
63 H 0.447

Entry 5:
The following is a quantum chemistry calculation of a single C5H11NO2 molecule, from the OMol25 dataset.

The value obtained for the HOMO energy is -8.32 eV. The energy above the lowest of the compared OMol25 structures with the same formula, charge and spin is 42.89 kcal per mole. Its molecular weight is 117.15 g mol⁻¹. The structure (SMILES) is CCN(C)CC(=O)O. The value obtained for the max |F| is 2.4 eV/A.

```
! wB97M-V def2-TZVPD RIJCOSX def2/J DEFGRID3
* xyz 0 1
O 0.5606 -2.0357 0.1251
O -1.3932 -2.9458 -0.5784
N -0.5909 0.6746 0.1574
C 1.8575 1.0753 -0.6867
C 0.3653 1.3554 -0.6958
C -1.3209 -0.4924 -0.2063
C -0.2190 0.5670 1.5472
C -0.5864 -1.9054 -0.1566
H -0.9354 0.0026 2.2076
H 0.1268 2.4067 -0.3519
H -1.8813 -0.3409 -1.1124
H 2.2968 1.6974 -1.4689
H 2.4532 1.3225 0.1811
H -1.2462 -3.8173 -0.1644
H -0.0781 1.5553 2.0318
H -0.0065 1.2227 -1.6870
H 2.0480 0.1204 -1.2100
H -2.2272 -0.6492 0.3952
H 0.7769 0.1868 1.6730
*
```

Table of Mulliken atomic charges, one value per atom, all in e:
1 O -0.478
2 O -0.483
3 N 0.146
4 C -1.086
5 C -0.559
6 C -1.009
7 C -1.099
8 C 0.689
9 H 0.314
10 H 0.318
11 H 0.428
12 H 0.426
13 H 0.351
14 H 0.331
15 H 0.334
16 H 0.353
17 H 0.243
18 H 0.406
19 H 0.374

Entry 6:
The following is a quantum chemistry calculation of a 2-piece molecular cluster, H2N4O overall, from the OMol25 dataset.

The value obtained for the HOMO energy is -8.24 eV. The energy above the lowest of the compared OMol25 structures with the same formula, charge and spin is 74.62 kcal per mole. Its molecular weight is 74.04 g mol⁻¹. The value obtained for the max |F| is 4.6 eV/A.

```
! wB97M-V def2-TZVPD RIJCOSX def2/J DEFGRID3
* xyz 0 1
O -1.9654 1.1941 -0.0519
N -1.5353 0.1547 -0.1474
N -1.3000 -0.9430 -0.1741
N 0.9581 0.6934 -0.6641
N 1.2300 -0.1641 0.1319
H 0.4670 -0.8965 0.2371
H 2.1455 -0.0386 0.6685
*
```

Table of Mulliken atomic charges, one value per atom, all in e:
1 O -0.491
2 N 0.805
3 N -0.388
4 N -0.573
5 N 0.083
6 H 0.321
7 H 0.243